## A
Density functional theory data (the ωB97M-V functional and the def2-TZVPD basis) for 2 unconnected molecules or ions with the total composition C5H15N2O.

Computed properties:
Lowest unoccupied orbital energy ... -0.111 Ha
Highest occupied orbital energy ... -14.05 eV
Kohn-Sham gap ... 11.04 eV

```
! RIJCOSX wB97M-V def2-TZVPD def2/J DEFGRID3
* xyz 1 1
C 0.093 -0.620 -3.210
C 0.166 -0.059 -1.815
C -1.101 0.569 -1.252
C -0.807 1.114 0.162
C -1.627 -0.124 2.044
N -0.786 0.020 1.129
N 0.610 -1.230 -0.785
H 1.002 -1.067 -3.591
H -0.305 0.070 -3.967
H -0.724 -1.359 -3.138
H 1.026 0.607 -1.745
H -1.383 1.412 -1.885
H -1.894 -0.176 -1.101
H 0.109 1.696 0.204
H -1.609 1.794 0.520
H -1.798 -1.026 2.644
H -2.603 0.380 2.052
H 0.130 -1.068 0.132
H 1.585 -0.959 -0.669
H 0.576 -2.155 -1.204
H 2.690 0.642 4.225
H 1.847 0.468 2.954
O 2.750 0.479 3.296
*
```

---

## B
Density functional theory data (the ωB97M-V functional and the def2-TZVPD basis) for 3 unconnected molecules or ions with the total composition C5H15N2O.

Computed properties:
Lowest unoccupied orbital energy ... -0.352 Ha
Highest occupied orbital energy ... -12.74 eV
Kohn-Sham gap ... 3.17 eV

```
! RIJCOSX wB97M-V def2-TZVPD def2/J DEFGRID3
* xyz 1 1
N -0.594 0.619 0.309
C 0.459 -0.123 1.038
C 1.955 0.425 0.612
C 2.701 -0.251 -0.524
C 1.909 -1.019 -1.306
C 0.099 0.021 2.558
N -3.888 1.275 -0.968
H -0.913 0.251 2.815
H -0.073 0.702 -0.564
H -1.129 -0.234 -0.307
H 0.517 -1.196 0.658
H 2.692 0.385 1.535
H 1.821 1.588 0.321
H 3.677 0.003 -0.818
H 2.240 -1.385 -2.276
H 0.877 -1.215 -1.169
H 0.173 -1.119 2.903
H 0.715 0.760 3.144
H -3.132 0.600 -1.083
H -3.928 2.095 -1.573
H -4.814 0.841 -0.952
H -1.934 -1.177 -1.727
O -1.020 -1.060 -1.320
*
```

---

It is A that is the most stable of them.

---

## A
Density functional theory data (the ωB97M-V functional and the def2-TZVPD basis) for 2 unconnected molecules or ions with the total composition C5H15N2O.

Computed properties:
Lowest unoccupied orbital energy ... -0.099 Ha
Highest occupied orbital energy ... -14.17 eV
Kohn-Sham gap ... 11.48 eV

```
! RIJCOSX wB97M-V def2-TZVPD def2/J DEFGRID3
* xyz 1 1
C 1.858 -1.101 1.183
C 1.275 1.695 -1.073
C -2.198 0.697 1.215
C 0.923 -1.056 -0.031
C -0.096 0.029 0.120
N 0.128 1.248 -0.313
N -1.166 -0.245 0.839
O -1.229 -1.451 -1.708
H 2.501 -1.975 1.104
H 1.289 -1.186 2.107
H 2.488 -0.218 1.244
H 1.383 2.769 -0.939
H 2.185 1.213 -0.726
H 1.136 1.486 -2.136
H -2.690 1.122 0.337
H -2.946 0.179 1.806
H -1.780 1.504 1.820
H 1.496 -0.913 -0.944
H 0.405 -2.010 -0.109
H -0.606 1.933 -0.196
H -0.787 -1.761 -2.504
H -1.288 -1.205 1.120
H -2.169 -1.569 -1.873
*
```

---

## B
Density functional theory data (the ωB97M-V functional and the def2-TZVPD basis) for a gas-phase ion, C5H15N2O (charge +1).

Computed properties:
Lowest unoccupied orbital energy ... -0.131 Ha
Highest occupied orbital energy ... -12.74 eV
SMILES ... CN(CC[NH3+])CCO
Kohn-Sham gap ... 9.16 eV

```
! RIJCOSX wB97M-V def2-TZVPD def2/J DEFGRID3
* xyz 1 1
N 2.234 -0.519 0.910
C 2.059 -0.333 -0.579
C 0.688 -0.848 -1.011
N -0.366 -0.417 -0.102
C -1.028 -1.553 0.528
C -1.266 0.640 -0.638
C -1.413 1.785 0.358
O -2.470 2.576 -0.249
H 2.334 0.336 1.428
H 2.906 -1.232 1.198
H 1.375 -0.943 1.298
H 2.838 -0.790 -1.162
H 2.180 0.745 -0.670
H 0.515 -0.414 -1.990
H 0.750 -1.936 -1.095
H -1.334 -2.295 -0.211
H -0.335 -1.963 1.274
H -1.812 -1.261 1.230
H -2.239 0.181 -0.800
H -0.808 1.035 -1.539
H -1.893 1.372 1.249
H -0.512 2.364 0.505
H -2.402 3.471 0.069
*
```

---

It is A that is the most stable of them.

---

## A
Density functional theory data (the ωB97M-V functional and the def2-TZVPD basis) for 3 unconnected molecules or ions with the total composition C3H13NO3.

Computed properties:
Lowest unoccupied orbital energy ... 0.017 Ha
Highest occupied orbital energy ... -8.73 eV
SMILES ... CCNCO.O.O
Kohn-Sham gap ... 9.19 eV

```
! RIJCOSX wB97M-V def2-TZVPD def2/J DEFGRID3
* xyz 0 1
C 1.994 -0.920 -1.651
N 2.149 -0.510 -0.257
C 0.862 0.008 0.381
O 0.983 0.085 1.844
C 0.927 -2.061 -1.943
H 1.810 0.015 -2.123
H 2.898 -1.235 -2.113
H 2.943 0.173 -0.180
H 0.900 1.093 0.171
H 0.015 -0.573 0.167
H 1.347 -0.842 2.024
H 0.730 -2.435 -2.869
H 1.024 -2.736 -1.102
H 0.027 -1.511 -1.844
H -2.255 2.036 -1.297
H -1.984 2.764 0.116
O -1.525 2.348 -0.726
H -4.908 1.146 4.131
H -3.674 1.319 3.380
O -4.264 1.836 3.892
*
```

---

## B
Density functional theory data (the ωB97M-V functional and the def2-TZVPD basis) for 3 unconnected molecules or ions with the total composition C3H13NO3.

Computed properties:
Lowest unoccupied orbital energy ... 0.025 Ha
Highest occupied orbital energy ... -9.29 eV
SMILES ... C[C@@H](N)CO.O.O
Kohn-Sham gap ... 9.97 eV

```
! RIJCOSX wB97M-V def2-TZVPD def2/J DEFGRID3
* xyz 0 1
C 1.074 -0.291 0.320
O 0.179 -1.080 -0.480
C 0.240 0.624 1.199
C 0.914 0.941 2.533
N -0.139 1.857 0.477
H 1.711 -0.925 0.937
H 1.684 0.310 -0.340
H 0.578 -1.934 -0.677
H -0.706 0.113 1.413
H 1.391 0.047 2.926
H 0.194 1.288 3.265
H 1.691 1.699 2.410
H -1.093 1.809 0.161
H 0.462 2.044 -0.311
H -0.505 -2.964 -3.589
H -1.190 -2.299 -2.358
O -0.502 -2.912 -2.631
H -1.402 0.112 -1.487
H -2.262 1.227 -2.065
O -2.319 0.334 -1.705
*
```

---

It is B that is the most stable of them.